Formula: C6H12N
Source: the Open Molecules 2025 dataset
Level of theory: the ωB97M-V functional and the def2-TZVPD basis

Cartesian coordinates (Å):
C1 -1.557 1.455 0.578
C2 -0.968 1.863 -0.525
C3 -0.523 0.578 0.023
C4 2.329 0.393 -0.370
C5 -1.331 -1.765 0.283
C6 1.413 0.199 0.789
N1 -0.860 -0.723 -0.656
H1 -2.271 1.601 1.351
H2 -0.865 2.580 -1.303
H3 3.348 0.506 0.002
H4 2.092 1.304 -0.916
H5 2.324 -0.455 -1.053
H6 -2.274 -1.458 0.728
H7 -1.470 -2.713 -0.234
H8 -0.599 -1.902 1.075
H9 1.458 0.967 1.546
H10 1.327 -0.800 1.184
H11 -1.574 -0.584 -1.384
H12 0.000 -1.045 -1.119

Values from the calculation:
E (Eh): -290.02147
Spin multiplicity: 3
Gap between HOMO and LUMO (alpha / beta) (eV): 6.13 / 8.70
LUMO level (alpha / beta) (eV): -3.2 / -6.8
Energy above the lowest of the compared OMol25 structures with the same formula, charge and spin (kJ/mol): 345.0
Strongest force on any atom (eV Å⁻¹): 7.75
Charge: +1
<S²>: 2.026
Highest occupied orbital energy (alpha / beta) (hartree): -0.3438 / -0.5684